This record from the Open Molecules 2025 dataset describes a single C23H29N5O4 molecule in a non-equilibrium geometry. The level of theory is the ωB97M-V functional and the def2-TZVPD basis.

Summary:
HOMO-LUMO gap   8.17 eV
E_LUMO   0.655 eV
ΔE to the lowest compared entry with this formula, charge and spin   0.6 kJ/mol
HOMO   -7.5 eV

CARTESIAN COORDINATES (ANGSTROEM)
C (-6.0324, -3.4663, -0.3297)
C (-5.6414, -2.1236, 0.2745)
C (-6.8473, -1.1926, 0.3855)
C (-6.4993, 0.1414, 1.0407)
H (-5.9931, -0.0193, 1.9979)
H (-7.3987, 0.7445, 1.1922)
O (-5.6485, 0.9184, 0.1939)
C (-4.3567, 0.9724, 0.4907)
O (-3.8379, 0.4784, 1.4555)
C (-3.6034, 1.7938, -0.5491)
N (-2.2269, 1.3470, -0.6033)
C (-2.0721, 0.0140, -0.9507)
O (-3.0205, -0.6581, -1.3025)
N (-0.8005, -0.5016, -0.9056)
C (0.2274, 0.2885, -0.5006)
C (0.0364, 1.6162, -0.1538)
N (1.2937, 2.0847, 0.2052)
C (2.1402, 1.0356, 0.0438)
N (1.5226, -0.0634, -0.3858)
N (3.4770, 1.0837, 0.2593)
C (4.1921, -0.1359, 0.2590)
C (5.3225, -0.3147, -0.5289)
C (6.0135, -1.5121, -0.4930)
C (5.5936, -2.5597, 0.3147)
C (4.4537, -2.3761, 1.0895)
C (3.7624, -1.1820, 1.0692)
H (2.8802, -1.0530, 1.6756)
H (4.1082, -3.1793, 1.7241)
C (6.3284, -3.8649, 0.3359)
H (7.3435, -3.7474, -0.0350)
H (6.3654, -4.2705, 1.3448)
H (5.8168, -4.5906, -0.2969)
H (6.8899, -1.6345, -1.1134)
H (5.6605, 0.4707, -1.1889)
C (4.1953, 2.3471, 0.3193)
H (5.2430, 2.1271, 0.1115)
C (3.6637, 3.3643, -0.6924)
C (2.5046, 4.2060, -0.1447)
C (1.5604, 3.3943, 0.7449)
H (1.9776, 3.2823, 1.7511)
H (0.5969, 3.9010, 0.8301)
H (1.9478, 4.6277, -0.9825)
H (2.8934, 5.0359, 0.4472)
H (4.4712, 4.0327, -0.9951)
H (3.3388, 2.8202, -1.5820)
H (4.1506, 2.7582, 1.3351)
C (-1.2362, 2.2423, -0.1679)
O (-1.5103, 3.3955, 0.1266)
C (-0.5915, -1.8935, -1.2390)
H (0.4750, -2.0888, -1.1655)
H (-0.9517, -2.0879, -2.2495)
H (-1.1460, -2.5272, -0.5459)
H (-3.5837, 2.8456, -0.2469)
H (-4.0900, 1.6853, -1.5202)
H (-7.6271, -1.6670, 0.9861)
H (-7.2531, -0.9987, -0.6093)
H (-4.8738, -1.6600, -0.3469)
H (-5.2160, -2.2794, 1.2686)
H (-6.7819, -3.9624, 0.2847)
H (-5.1634, -4.1150, -0.4044)
H (-6.4427, -3.3294, -1.3277)

The molecule's Löwdin atomic charges, reported in e, are given here: atom 1 (C): -0.11, atom 2 (C): -0.26, atom 3 (C): -0.18, atom 4 (C): -0.16, atom 5 (H): 0.12, atom 6 (H): 0.13, atom 7 (O): 0.02, atom 8 (C): -0.48, atom 9 (O): 0.13, atom 10 (C): -0.01, atom 11 (N): 0.08, atom 12 (C): -0.43, atom 13 (O): 0.09, atom 14 (N): 0.02, atom 15 (C): -0.21, atom 16 (C): -0.05, atom 17 (N): 0.06, atom 18 (C): -0.28, atom 19 (N): 0.21, atom 20 (N): 0.01, atom 21 (C): -0.22, atom 22 (C): -0.02, atom 23 (C): -0.04, atom 24 (C): -0.29, atom 25 (C): -0.04, atom 26 (C): -0.01, atom 27 (H): 0.11, atom 28 (H): 0.11, atom 29 (C): -0.05, atom 30 (H): 0.07, atom 31 (H): 0.08, atom 32 (H): 0.08, atom 33 (H): 0.11, atom 34 (H): 0.11, atom 35 (C): -0.13, atom 36 (H): 0.11, atom 37 (C): -0.16, atom 38 (C): -0.16, atom 39 (C): -0.12, atom 40 (H): 0.13, atom 41 (H): 0.12, atom 42 (H): 0.12, atom 43 (H): 0.11, atom 44 (H): 0.11, atom 45 (H): 0.12, atom 46 (H): 0.13, atom 47 (C): -0.35, atom 48 (O): 0.06, atom 49 (C): 0.00, atom 50 (H): 0.08, atom 51 (H): 0.10, atom 52 (H): 0.10, atom 53 (H): 0.14, atom 54 (H): 0.14, atom 55 (H): 0.12, atom 56 (H): 0.12, atom 57 (H): 0.09, atom 58 (H): 0.12, atom 59 (H): 0.07, atom 60 (H): 0.07, atom 61 (H): 0.07

This record from the Open Molecules 2025 dataset describes a single CHFINO molecule in a non-equilibrium geometry. The level of theory is the ωB97M-V functional and the def2-TZVPD basis.

Summary:
HOMO-LUMO gap   9.86 eV
E_LUMO   -0.306 eV
ΔE to the lowest compared entry with this formula, charge and spin   84.4 kJ/mol
HOMO   -10.2 eV

CARTESIAN COORDINATES (ANGSTROEM)
C (-0.0934, 0.0921, 0.7472)
N (-0.0548, -0.2863, -0.9980)
O (0.1950, 1.1721, 1.0538)
F (-0.0240, 1.0167, -1.4544)
I (-0.9699, -1.3824, 1.9387)
H (0.9471, -0.6120, -1.2872)

The molecule's Löwdin atomic charges, reported in e, are given here: atom 1 (C): -0.87, atom 2 (N): 0.00, atom 3 (O): 0.03, atom 4 (F): -0.15, atom 5 (I): 0.86, atom 6 (H): 0.13

This record from the Open Molecules 2025 dataset describes a single C3H11N3O molecule in a non-equilibrium geometry. The level of theory is the ωB97M-V functional and the def2-TZVPD basis.

Summary:
HOMO-LUMO gap   9.88 eV
E_LUMO   0.929 eV
ΔE to the lowest compared entry with this formula, charge and spin   291.1 kJ/mol
HOMO   -8.9 eV

CARTESIAN COORDINATES (ANGSTROEM)
C (-0.1568, 0.6712, -0.4472)
C (-1.5904, -0.1180, -1.0198)
C (0.6364, -1.3894, 0.5721)
N (0.7795, -0.3618, -0.4454)
N (2.1784, 0.4836, -0.2505)
N (-0.5080, 1.2755, 0.8105)
O (-2.3057, -0.6469, 0.0426)
H (-2.1905, -0.0356, 0.7885)
H (0.1036, 1.3949, -1.2277)
H (2.8380, -0.0134, -0.8454)
H (2.5222, 0.3922, 0.7095)
H (-0.9277, 2.1858, 0.6620)
H (0.2894, 1.3769, 1.4270)
H (-1.3556, -0.9092, -1.7281)
H (-2.1294, 0.6940, -1.5227)
H (1.4057, -2.1427, 0.4019)
H (0.7497, -0.9923, 1.5892)
H (-0.3388, -1.8649, 0.4834)

The molecule's Löwdin atomic charges, reported in e, are given here: atom 1 (C): -0.42, atom 2 (C): -0.19, atom 3 (C): -0.10, atom 4 (N): -0.17, atom 5 (N): 0.05, atom 6 (N): 0.05, atom 7 (O): -0.10, atom 8 (H): 0.07, atom 9 (H): 0.13, atom 10 (H): 0.05, atom 11 (H): 0.04, atom 12 (H): 0.09, atom 13 (H): 0.07, atom 14 (H): 0.11, atom 15 (H): 0.09, atom 16 (H): 0.08, atom 17 (H): 0.08, atom 18 (H): 0.08